#A
This record from the Open Molecules 2025 dataset describes C5H8N as an isolated structure. The level of theory is ωB97M-V/def2-TZVPD.

XYZ file:
```
14
Properties=species:S:1:pos:R:3:nbo_charge:R:1
C -1.780 -0.303 -1.395 0.063
C -1.637 -1.439 -0.642 -0.175
C 0.654 -0.422 -1.257 -0.397
C -0.561 0.361 -0.770 -0.277
C -0.337 -1.059 -0.336 0.353
N 1.395 1.433 2.420 -1.107
H -2.353 -0.146 -2.250 0.265
H -2.063 -2.461 -0.591 0.276
H 0.763 -0.856 -2.297 0.282
H 1.659 -0.236 -0.656 0.295
H -0.561 1.245 -0.165 0.309
H 1.296 0.418 2.686 0.354
H 1.171 1.973 3.213 0.384
H 2.354 1.492 2.039 0.376
```

highest occupied orbital energy (alpha / beta) = -13.32 / -13.32 eV
charge = +1
orbital gap (alpha / beta) = 6.149 / 6.150 eV
multiplicity = 1


#B
This record from the Open Molecules 2025 dataset describes C5H8N as an isolated structure. The level of theory is ωB97M-V/def2-TZVPD.

XYZ file:
```
14
Properties=species:S:1:pos:R:3:nbo_charge:R:1
C 3.115 -0.440 0.642 0.053
C -1.527 0.563 -0.015 -0.110
C 1.501 0.645 -0.839 0.259
C -0.286 0.064 -0.360 -0.197
C -2.780 -0.210 0.196 -0.674
N 2.289 0.181 0.006 -0.256
H 3.435 -0.110 1.626 0.256
H 3.481 -1.393 0.151 0.254
H -1.532 1.673 -0.040 0.224
H 1.813 1.424 -1.461 0.245
H -0.303 -0.937 -0.618 0.187
H -3.655 0.332 0.603 0.261
H -2.480 -1.035 0.787 0.243
H -3.072 -0.757 -0.678 0.254
```

highest occupied orbital energy = -13.91 eV
charge = +1
orbital gap = 8.930 eV
multiplicity = 1


#C
This record from the Open Molecules 2025 dataset describes an isolated ion of composition C5H8N and charge +1. The level of theory is ωB97M-V/def2-TZVPD.

XYZ file:
```
14
Properties=species:S:1:pos:R:3:nbo_charge:R:1
C 3.088 0.007 0.291 0.104
N 1.924 -0.002 -0.047 -0.273
C 0.759 0.473 -0.170 0.187
C -0.180 -0.563 -0.421 -0.347
C -1.545 -0.603 -0.293 0.056
C -2.446 0.385 0.203 -0.702
H 3.895 -0.066 -0.466 0.232
H 3.470 -0.147 1.376 0.239
H 0.759 1.458 0.306 0.263
H 0.365 -1.355 -1.009 0.245
H -1.944 -1.556 -0.514 0.222
H -2.661 0.239 1.237 0.274
H -3.492 0.373 -0.327 0.270
H -1.992 1.357 -0.165 0.231
```

SMILES = C=[N+]=C/C=C\C
highest occupied orbital energy = -14.17 eV
charge = +1
orbital gap = 8.725 eV
multiplicity = 1


#D
This record from the Open Molecules 2025 dataset describes an isolated ion of composition C5H8N and charge +1. The level of theory is ωB97M-V/def2-TZVPD.

XYZ file:
```
14
Properties=species:S:1:pos:R:3:nbo_charge:R:1
C 1.759 -0.279 -1.570 0.130
C 1.014 0.832 -0.962 -0.387
C -0.033 -0.285 -0.467 -0.259
C -0.341 -0.243 0.932 0.351
C -1.631 -0.167 1.464 -0.766
N 0.994 -1.186 -1.093 -0.263
H 2.630 -0.468 -2.083 0.232
H 1.435 1.461 -0.200 0.253
H 0.695 1.672 -1.588 0.272
H -0.857 -0.472 -1.214 0.271
H 0.359 -0.302 1.696 0.221
H -2.267 0.248 0.732 0.261
H -1.890 0.283 2.385 0.322
H -1.868 -1.092 1.966 0.362
```

highest occupied orbital energy = -14.64 eV
charge = +1
orbital gap = 7.729 eV
multiplicity = 1


Stability summary - winner: #C; margin: 0.0585 hartree.


#A
This record from the Open Molecules 2025 dataset describes an isolated ion of composition C8H15N2O2 and charge +1. The level of theory is ωB97M-V/def2-TZVPD.

XYZ file:
```
27
Properties=species:S:1:pos:R:3:nbo_charge:R:1
C 2.923 -0.102 -0.589 -0.630
C 1.822 0.807 -0.114 0.070
C 1.408 0.448 1.348 -0.104
O 0.314 -0.414 1.245 -0.504
C -0.416 -0.102 0.150 0.845
N -1.168 -1.125 -0.420 -0.475
C -1.633 -2.204 0.441 -0.251
C -0.666 -2.476 -0.630 -0.202
N -1.400 1.124 0.495 -0.409
C -1.685 2.111 -0.556 -0.196
C -2.810 1.226 0.015 -0.226
O 0.558 0.512 -0.843 -0.537
H 2.569 -0.998 -0.862 0.220
H 3.598 -0.137 0.198 0.215
H 3.448 0.174 -1.539 0.236
H 2.147 1.783 -0.365 0.211
H 2.291 -0.162 1.714 0.225
H 1.259 1.311 1.868 0.183
H -2.523 -2.713 0.240 0.223
H -1.348 -2.295 1.448 0.223
H 0.338 -2.528 -0.351 0.203
H -0.935 -2.839 -1.614 0.232
H -1.119 1.411 1.419 0.437
H -1.173 1.851 -1.439 0.258
H -1.674 3.112 -0.460 0.237
H -3.675 1.477 0.554 0.256
H -3.167 0.312 -0.483 0.260
```

SMILES = C[C@@H]1CO[C@@](N2CC2)([NH+]2CC2)O1
highest occupied orbital energy = -13.84 eV
charge = +1
orbital gap = 11.218 eV
multiplicity = 1


#B
This record from the Open Molecules 2025 dataset describes an isolated ion of composition C8H15N2O2 and charge +1. The level of theory is ωB97M-V/def2-TZVPD.

XYZ file:
```
27
Properties=species:S:1:pos:R:3:nbo_charge:R:1
C 2.982 -0.999 -0.313 -0.639
C 2.015 0.217 -0.152 0.075
O 0.868 0.106 -1.065 -0.757
C 1.512 0.264 1.274 -0.072
O 0.184 -0.373 1.433 -0.472
C -0.780 -0.010 0.592 0.884
N -1.534 -0.887 -0.057 -0.404
C -1.864 -2.236 0.212 -0.204
C -2.838 -1.249 -0.278 -0.213
N -1.135 1.262 0.549 -0.403
C -1.963 1.893 -0.387 -0.213
C -0.792 2.645 0.291 -0.203
H 3.411 -0.966 -1.314 0.225
H 2.451 -1.947 -0.263 0.222
H 3.791 -0.990 0.396 0.232
H 2.605 1.216 -0.182 0.198
H 0.922 -0.200 -1.915 0.506
H 2.021 -0.171 2.079 0.238
H 1.287 1.376 1.508 0.181
H -2.016 -2.552 1.216 0.227
H -1.552 -2.941 -0.514 0.225
H -3.313 -1.142 -1.301 0.229
H -3.638 -0.876 0.395 0.216
H -2.900 2.259 -0.018 0.228
H -1.902 1.449 -1.389 0.227
H 0.246 2.974 -0.031 0.241
H -1.102 3.372 1.010 0.227
```

SMILES = C[C@@H](O)COC(N1CC1)=[N+]1CC1
highest occupied orbital energy = -13.59 eV
charge = +1
orbital gap = 11.089 eV
multiplicity = 1


Stability summary - winner: #B; margin: 0.0045 hartree.


#A
This record from the Open Molecules 2025 dataset describes C2H4OSi in the gas phase. The level of theory is ωB97M-V/def2-TZVPD.

XYZ file:
```
8
Properties=species:S:1:pos:R:3:nbo_charge:R:1
C -2.268 -0.460 0.130 0.447
C 0.163 0.958 -0.041 -1.133
O -2.853 0.522 -0.048 -0.424
Si -0.186 -0.773 -0.003 0.936
H -0.273 1.561 0.813 0.220
H -0.250 -1.474 -1.326 -0.156
H 0.466 1.568 -0.871 0.239
H 0.009 -1.889 1.030 -0.130
```

highest occupied orbital energy (alpha / beta) = -7.66 / -7.66 eV
orbital gap (alpha / beta) = 7.030 / 7.032 eV
multiplicity = 1


#B
This record from the Open Molecules 2025 dataset describes C2H4OSi in the gas phase. The level of theory is ωB97M-V/def2-TZVPD.

XYZ file:
```
8
Properties=species:S:1:pos:R:3:nbo_charge:R:1
C -0.989 -1.648 -0.726 0.495
C 0.662 1.472 0.065 -1.030
O -2.097 -1.617 -0.881 -0.417
Si 0.369 -0.265 0.145 0.818
H -0.106 2.076 0.330 0.209
H 1.215 -1.482 -0.009 -0.143
H 1.536 1.939 -0.188 0.212
H -0.590 -0.473 1.264 -0.144
```

highest occupied orbital energy (alpha / beta) = -7.90 / -7.90 eV
orbital gap (alpha / beta) = 7.068 / 7.065 eV
multiplicity = 1


Stability summary - winner: #A; margin: 0.0086 hartree.


#A
This record from the Open Molecules 2025 dataset describes a 2-piece molecular cluster, C3H4N2S overall. The level of theory is ωB97M-V/def2-TZVPD.

XYZ file:
```
10
Properties=species:S:1:pos:R:3:nbo_charge:R:1
C -2.085 -0.543 -0.442 -0.645
C -0.804 -0.554 -0.415 0.451
N 0.385 -0.355 -0.474 -0.686
H -2.387 0.273 -1.121 0.258
H -2.792 -1.212 0.070 0.260
H 0.867 -0.797 -1.204 0.381
N 2.680 1.271 -0.103 -0.649
C 3.502 0.425 0.070 0.237
S 4.675 -0.462 0.639 -0.014
H 1.813 0.982 -0.384 0.408
```

SMILES = C=C=N.N=C=S
highest occupied orbital energy = -9.33 eV
orbital gap = 9.915 eV
multiplicity = 1


#B
This record from the Open Molecules 2025 dataset describes C3H4N2S in the gas phase. The level of theory is ωB97M-V/def2-TZVPD.

XYZ file:
```
10
Properties=species:S:1:pos:R:3:nbo_charge:R:1
S -2.772 0.015 -0.007 -0.250
N -1.127 -0.026 0.016 -0.414
C -0.298 -1.105 0.008 -0.051
C 1.003 -0.691 -0.015 -0.097
N 1.008 0.666 -0.017 -0.478
C -0.251 1.130 0.010 0.152
H -0.697 -2.097 0.020 0.242
H 1.904 -1.265 -0.014 0.229
H 1.836 1.240 -0.048 0.433
H -0.604 2.133 0.048 0.234
```

SMILES = [S-][n+]1cc[nH]c1
highest occupied orbital energy = -7.05 eV
orbital gap = 7.440 eV
multiplicity = 1


Stability summary - winner: #B; margin: 0.0328 hartree.


#A
This record from the Open Molecules 2025 dataset describes a 2-piece molecular cluster, C3H4N2S overall. The level of theory is ωB97M-V/def2-TZVPD.

XYZ file:
```
10
Properties=species:S:1:pos:R:3:nbo_charge:R:1
C -0.383 -0.496 0.681 -0.045
C -0.487 3.027 -0.638 0.235
C 0.697 -2.509 -0.188 -0.269
N 0.064 -1.541 0.366 -0.236
N 0.088 2.161 -0.078 -0.657
S -1.006 4.360 -1.268 -0.046
H -1.040 -0.277 1.534 0.211
H 1.679 -2.566 0.334 0.192
H 0.423 -3.348 -0.712 0.217
H -0.034 1.190 -0.031 0.398
```

highest occupied orbital energy = -8.70 eV
orbital gap = 9.188 eV
multiplicity = 1


#B
This record from the Open Molecules 2025 dataset describes C3H4N2S in the gas phase. The level of theory is ωB97M-V/def2-TZVPD.

XYZ file:
```
10
Properties=species:S:1:pos:R:3:nbo_charge:R:1
C -0.736 -1.243 -0.225 -0.058
N 0.485 -1.058 -0.227 -0.404
C 1.175 0.031 0.337 -0.105
N 0.567 1.200 -0.229 -0.391
C -0.676 1.269 -0.281 -0.003
S -1.885 0.012 0.167 0.183
H -1.042 -2.209 -0.575 0.205
H 1.087 -0.189 1.446 0.195
H 2.171 0.061 0.093 0.195
H -1.145 2.126 -0.504 0.184
```

SMILES = C1=NCN=CS1
highest occupied orbital energy = -9.15 eV
orbital gap = 9.883 eV
multiplicity = 1


Stability summary - winner: #B; margin: 0.0682 hartree.


#A
This record from the Open Molecules 2025 dataset describes C7H9N in the gas phase. The level of theory is ωB97M-V/def2-TZVPD.

XYZ file:
```
17
Properties=species:S:1:pos:R:3:nbo_charge:R:1
C 2.879 -0.718 -0.064 -0.236
C 1.712 -0.633 -0.421 -0.007
C 0.344 -0.109 -0.198 -0.020
C 0.388 1.365 -0.449 -0.159
C -0.320 2.249 0.255 -0.401
C -0.397 -0.956 0.929 -0.405
C -1.513 -1.375 -0.102 -0.239
N -0.707 -0.646 -1.200 -0.598
H 3.859 -0.801 0.460 0.252
H 1.095 1.601 -1.299 0.228
H -0.262 3.312 0.159 0.207
H -1.098 1.898 0.878 0.186
H -0.731 -0.226 1.684 0.219
H 0.302 -1.780 1.257 0.240
H -2.482 -0.811 -0.078 0.183
H -1.696 -2.460 -0.347 0.202
H -1.372 0.091 -1.462 0.350
```

SMILES = C#C[C@]1(C=C)CCN1
highest occupied orbital energy = -8.78 eV
orbital gap = 9.772 eV
multiplicity = 1


#B
This record from the Open Molecules 2025 dataset describes C7H9N in the gas phase. The level of theory is ωB97M-V/def2-TZVPD.

XYZ file:
```
17
Properties=species:S:1:pos:R:3:nbo_charge:R:1
C 2.592 0.343 0.034 -0.293
C 1.580 1.207 0.162 -0.027
C 0.253 1.539 0.546 -0.166
C -0.260 0.123 1.296 -0.395
C -1.218 -0.082 0.131 -0.066
C -1.136 -1.105 -1.008 -0.219
C -0.057 -2.002 -0.864 -0.385
N -1.098 1.350 -0.478 -0.605
H 3.506 0.119 -0.726 0.267
H 0.050 2.688 0.978 0.245
H 0.555 -0.632 1.744 0.251
H -0.800 0.624 2.113 0.225
H -2.340 -0.301 0.813 0.176
H -1.788 -0.740 -1.811 0.227
H 0.600 -1.961 0.137 0.206
H 0.376 -2.597 -1.643 0.201
H -0.815 1.429 -1.425 0.358
```

SMILES = C#C[C@@H]1C[C@H](C=C)N1
highest occupied orbital energy = -8.93 eV
orbital gap = 9.401 eV
multiplicity = 1


#C
This record from the Open Molecules 2025 dataset describes C7H9N in the gas phase. The level of theory is ωB97M-V/def2-TZVPD.

XYZ file:
```
17
Properties=species:S:1:pos:R:3:nbo_charge:R:1
C -1.017 1.461 0.100 -0.270
C -0.283 0.350 0.030 -0.104
C 1.149 0.209 -0.069 -0.102
C 2.141 1.310 -0.110 -0.629
C 1.376 -1.112 -0.136 -0.011
N 0.247 -1.908 -0.077 -0.431
C -0.751 -1.064 0.021 0.268
C -2.178 -1.494 0.124 -0.660
H -2.099 1.436 0.163 0.202
H -0.556 2.443 0.091 0.204
H 3.096 0.966 -0.521 0.225
H 2.325 1.696 0.897 0.217
H 1.795 2.136 -0.740 0.211
H 2.351 -1.577 -0.221 0.196
H -2.408 -2.169 -0.706 0.239
H -2.320 -2.032 1.065 0.237
H -2.869 -0.652 0.089 0.210
```

SMILES = C=C1C(C)=CN=C1C
highest occupied orbital energy = -8.35 eV
orbital gap = 8.056 eV
multiplicity = 1


Stability summary - winner: #C; margin: 0.1379 hartree.


#A
This record from the Open Molecules 2025 dataset describes C7H9N in the gas phase. The level of theory is ωB97M-V/def2-TZVPD.

XYZ file:
```
17
Properties=species:S:1:pos:R:3:nbo_charge:R:1
C 1.513 -0.986 -0.129 -0.415
C 1.441 0.603 -0.111 -0.234
C 0.228 1.029 0.696 -0.273
C -0.760 -0.237 1.001 -0.245
C -1.740 -0.089 -0.192 -0.242
N -0.628 -0.271 -1.108 -0.403
C 0.119 1.084 -0.739 -0.123
C 0.011 -1.171 0.055 -0.071
H 1.807 -1.400 -1.058 0.228
H 2.172 -1.271 0.725 0.219
H 2.305 1.245 -0.147 0.233
H -0.005 2.057 1.284 0.239
H -0.928 -0.320 2.020 0.213
H -2.578 -0.815 -0.413 0.209
H -2.254 0.905 -0.188 0.186
H -0.258 1.832 -1.609 0.255
H -0.444 -2.194 -0.088 0.224
```

SMILES = C1[C@@H]2[C@@H]3[C@H]4CN([C@H]23)[C@@H]14
highest occupied orbital energy = -9.09 eV
orbital gap = 10.199 eV
multiplicity = 1


#B
This record from the Open Molecules 2025 dataset describes C7H9N as an isolated structure. The level of theory is ωB97M-V/def2-TZVPD.

XYZ file:
```
17
Properties=species:S:1:pos:R:3:nbo_charge:R:1
C -1.285 0.223 -1.355 -0.266
C -0.487 -0.160 0.642 -0.095
C 0.259 0.032 1.926 -0.163
C 1.470 0.347 1.490 -0.251
C 1.608 0.034 0.047 -0.145
C 0.255 0.063 -1.378 -0.172
C 0.469 -0.839 -0.267 -0.316
H -1.585 1.263 -1.360 0.179
H -1.820 -0.246 -2.169 0.211
H -2.570 0.033 0.246 0.357
H -0.453 0.906 0.345 0.188
H -0.120 0.178 2.944 0.226
H 2.309 0.811 1.974 0.222
H 2.542 -0.052 -0.421 0.209
H 0.700 -0.177 -2.346 0.208
H 0.461 -1.949 -0.246 0.211
N -1.753 -0.467 -0.072 -0.603
```

highest occupied orbital energy = -8.16 eV
orbital gap = 8.831 eV
multiplicity = 1


Stability summary - winner: #A; margin: 0.0795 hartree.